Entry from OMol25: a single C3H6N2OS molecule at a distorted geometry (ωB97M-V/def2-TZVPD).

DFT total energy = -19068.123 eV
SMILES = CN1CONC1=S
HOMO level = -8.96 eV
Kohn-Sham gap = 9.745 eV

Bonds (Å) are listed after each position.
Atoms and positions in Å:
1 C 0.135 -1.281 -0.051  N2 1.448, H8 1.107, H9 1.169, H10 1.096
2 N -0.364 -0.019 0.455  C1 1.448, C3 1.421, C6 1.517
3 C 0.421 1.140 0.211  N2 1.421, O4 1.441, H11 1.217, H12 1.098
4 O -0.462 2.264 0.030  C3 1.441, N5 1.416
5 N -1.708 1.640 -0.225  O4 1.416, C6 1.378, H13 1.022
6 C -1.804 0.306 0.106  N2 1.517, N5 1.378, S7 1.583
7 S -3.050 -0.669 0.066  C6 1.583
8 H 0.378 -1.405 -1.124  C1 1.107
9 H 1.191 -1.333 0.448  C1 1.169
10 H -0.558 -2.033 0.343  C1 1.096
11 H 1.242 1.170 1.109  C3 1.217
12 H 1.168 1.201 -0.592  C3 1.098
13 H -2.563 2.186 -0.100  N5 1.022